1.
Molecular formula: C13H26HgN6O6
Method: DFT, wB97M-V/def2-TZVPD

## Properties
LUMO (alpha / beta) ... -0.0062 / -0.0468 Ha
Total energy ... -1443.9285 hartree
Frontier orbital gap (alpha / beta) ... 0.2526 / 0.1853 Ha
Total charge ... 0

Geometry as XYZ:
```
52
Properties=species:S:1:pos:R:3:forces:R:3:lowdin_charge:R:1
Hg 0.489884 0.292360 -0.620776 -1.04 0.17 -1.58 1.214
O 2.021157 -1.514232 -2.730056 -0.53 -0.88 0.98 -0.121
O -2.140296 0.419111 1.494093 -0.20 -2.08 -0.27 -0.104
O -0.056316 -0.600972 -3.947408 2.58 -0.42 -2.22 -0.205
O 1.148696 1.207112 -2.451498 0.27 1.19 -2.29 -0.217
O 1.326558 3.402238 -1.079497 0.17 -0.39 -0.26 -0.201
O -1.935107 -1.990063 0.618174 0.90 0.54 -0.85 -0.102
N 1.116399 -1.641857 -1.829935 -0.16 -1.53 0.03 -0.154
N -0.946456 -1.809075 -0.200430 -1.13 -2.60 0.52 -0.065
N 1.636210 0.303199 3.260636 0.36 -0.18 0.62 -0.113
N -1.349574 1.149551 0.665866 -1.30 3.57 1.27 -0.078
N 0.471986 2.679205 -0.431903 -1.74 1.12 1.52 -0.194
N 1.108519 -0.228203 1.244570 1.08 0.34 1.55 -0.111
C -1.234384 -4.280237 -0.453608 0.11 -0.23 0.09 -0.023
C -2.325234 3.023582 2.022915 -0.23 -0.24 0.18 -0.017
C 1.954124 1.117284 4.413827 0.29 0.11 0.58 -0.008
C -0.450399 3.273072 0.342837 2.70 0.22 -1.95 -0.329
C -0.517360 -3.008979 -0.728925 0.52 1.59 -0.33 -0.267
C 1.325055 -4.027331 -2.250720 -0.03 -0.65 -0.21 -0.029
C -1.937779 -0.329348 -3.268574 -2.32 0.83 0.74 0.011
C -0.299979 4.735248 0.536009 -0.28 0.85 0.19 -0.050
C -1.419010 2.448525 0.985865 0.69 -2.76 -0.82 -0.299
C 1.743318 -1.073507 3.152618 0.32 -0.20 1.03 -0.041
C 1.272744 0.788257 2.076559 -0.03 -1.22 -0.06 -0.128
C 0.614713 -2.915219 -1.572304 1.07 1.81 -0.57 -0.241
C 1.414411 -1.389914 1.884739 -0.16 0.02 -0.44 -0.106
H -2.109245 -0.032320 -2.245473 0.10 -0.04 0.14 -0.020
H 2.354258 -4.127164 -1.858216 -0.41 0.14 -0.24 0.101
H 1.385674 2.177267 -2.189189 -0.50 -0.73 -0.30 0.047
H 1.362896 -2.342465 1.362651 0.02 0.30 0.33 0.113
H -1.964579 -1.364097 -3.514246 -0.53 -0.35 -0.02 -0.003
H -2.960048 3.822580 1.579094 0.42 -0.51 0.36 0.097
H -2.052426 -0.544459 1.124562 -0.52 0.98 0.69 0.030
H 0.557268 1.107280 -3.253384 0.88 0.40 1.26 0.069
H -2.061143 0.441563 -4.017215 -0.16 -0.22 0.03 0.009
H 3.044594 1.194726 4.551580 -0.39 -0.05 -0.08 0.101
H 0.900226 -0.789776 -3.618793 -1.07 -0.08 -1.41 0.038
H -2.231298 -4.251866 -0.907336 0.10 0.01 0.13 0.099
H 1.138071 1.831377 1.837278 -0.06 -0.01 0.01 0.131
H -0.679540 -5.133177 -0.858287 -0.26 0.21 0.17 0.068
H 0.276746 5.156737 -0.309873 -0.42 -0.25 0.48 0.077
H -2.936724 2.183610 2.379237 0.00 0.64 0.14 0.072
H 1.515721 0.675874 5.320055 0.09 0.20 -0.33 0.099
H -0.270669 -0.874856 -4.896209 1.10 0.46 1.97 0.117
H 2.049283 -1.718938 3.973481 -0.15 0.44 -0.19 0.128
H 1.548551 2.124689 4.263176 0.07 -0.32 0.06 0.097
H 0.803017 -4.972399 -2.088001 0.21 0.09 -0.15 0.063
H -1.730095 3.457804 2.859440 -0.45 -0.23 -0.53 0.098
H -1.275638 5.234134 0.623280 0.29 0.00 -0.01 0.074
H 1.398018 -3.831999 -3.336335 0.02 -0.06 0.53 0.095
H -1.365865 -4.405692 0.623643 -0.07 -0.02 -0.10 0.087
H 0.271059 4.951777 1.462010 -0.22 -0.01 -0.35 0.088
```
Forces are in eV/Å.


2.
Molecular formula: C13H26N3O5S2
Method: DFT, wB97M-V/def2-TZVPD

## Properties
LUMO ... 0.0899 Ha
Total energy ... -1847.7851 hartree
Frontier orbital gap ... 0.2905 Ha
Total charge ... -1

Geometry as XYZ:
```
49
Properties=species:S:1:pos:R:3:forces:R:3:lowdin_charge:R:1
S 2.342389 -1.018096 -0.058851 0.30 -0.03 1.27 0.471
S 1.288836 -2.663357 -1.906562 0.52 -0.78 -0.50 0.484
O -0.327052 -2.523122 1.208598 0.17 0.52 -0.02 -0.197
O 1.679455 -3.886648 -2.557282 0.02 -0.93 0.05 -0.363
O 3.110091 -1.070445 1.160294 0.70 -0.39 0.38 -0.375
O 1.376768 -1.515438 -2.788619 -0.30 0.67 0.32 -0.357
O 1.136158 -0.234172 0.109197 -0.45 0.16 -0.73 -0.358
N 4.942215 2.716918 -3.200645 0.58 -1.43 -0.68 0.163
N 2.138677 -2.544385 -0.548451 -0.60 1.20 -0.81 -0.318
N -4.878164 -1.998224 1.335091 0.01 -1.41 -0.96 0.164
C -3.304625 -0.830055 4.455393 0.01 0.01 0.00 -0.105
C -4.972173 0.147807 2.795013 0.28 0.05 -0.01 -0.189
C 1.745562 4.599343 -3.225365 0.00 0.00 0.02 -0.110
C -1.173579 -1.713251 -0.949768 -0.24 -0.36 0.50 -0.194
C 2.542813 4.858575 -1.952312 -0.22 0.01 -0.09 -0.262
C 3.385843 -0.131793 -1.221303 -0.06 -0.23 0.19 -0.153
C -0.457851 -2.901567 -1.570783 -0.01 0.86 -0.11 -0.231
C -1.410344 -1.921236 0.542363 -0.24 -0.38 -0.23 -0.244
C -3.640919 0.335195 3.532648 0.14 -0.07 0.17 -0.258
C -4.932064 -1.052127 1.959458 -0.21 1.34 0.90 -0.242
C -0.601560 -3.764868 1.765164 0.19 -0.20 0.18 -0.126
C 4.052855 4.943857 -2.201462 -0.25 -0.13 0.11 -0.193
C 4.555650 3.689233 -2.761416 -0.36 1.48 0.61 -0.246
H 0.678190 4.574754 -3.007617 0.00 0.01 -0.01 0.072
H -1.705735 -0.990470 1.010708 0.18 0.43 0.29 0.104
H -5.795606 0.051103 3.503835 -0.03 -0.02 0.00 0.115
H -2.165002 -1.655565 -1.382378 -0.37 0.08 -0.25 0.104
H 2.336921 4.065254 -1.232136 0.07 0.01 0.04 0.114
H 4.580305 5.141733 -1.268646 0.06 0.00 0.00 0.114
H -4.087372 -0.978065 5.203324 0.00 -0.01 0.00 0.073
H -0.609314 -3.810853 -1.025012 0.22 -0.48 0.49 0.085
H -1.130178 -3.705780 2.719094 -0.23 0.13 0.19 0.077
H -3.184814 -1.758565 3.896047 -0.03 0.00 -0.02 0.066
H 4.282782 5.752350 -2.896711 0.02 0.01 -0.03 0.115
H -0.880489 -3.076324 -2.545397 0.14 -0.09 -0.62 0.090
H 4.333529 0.042354 -0.746774 0.33 0.05 0.45 0.045
H 0.344510 -4.251532 1.941837 0.43 -0.12 0.11 0.089
H -0.685813 -0.780609 -1.167235 0.42 0.23 -0.03 0.084
H -1.167906 -4.412405 1.103109 -0.31 -0.14 -0.27 0.079
H -5.176398 1.007429 2.157071 -0.06 0.00 -0.03 0.114
H 3.563401 -0.691210 -2.114146 -0.21 -0.23 -0.57 0.040
H 2.008868 3.640069 -3.671694 0.04 0.00 0.00 0.074
H 1.922333 5.382648 -3.966277 0.00 0.00 -0.01 0.072
H -2.836291 0.460172 2.806456 -0.04 0.03 -0.05 0.106
H 2.209258 5.795456 -1.501099 0.09 0.01 0.04 0.103
H -2.263131 -2.583979 0.639030 -0.41 -0.20 0.04 0.088
H -3.691475 1.256429 4.116550 -0.06 0.04 -0.07 0.105
H -2.367678 -0.642563 4.978609 0.00 0.00 0.00 0.075
H 2.898128 0.804368 -1.417577 -0.22 0.33 -0.29 0.038
```
Forces are in eV/Å.


3.
Molecular formula: C13H26N3O7P
Method: DFT, wB97M-V/def2-TZVPD

## Properties
LUMO ... -0.0021 Ha
Total energy ... -1543.3655 hartree
Frontier orbital gap ... 0.3376 Ha
Total charge ... 0

Geometry as XYZ:
```
50
Properties=species:S:1:pos:R:3:forces:R:3:lowdin_charge:R:1
P -2.040311 3.324886 -0.644817 -2.44 2.03 -1.26 0.339
O -3.322295 3.916730 -1.035812 0.05 1.04 -0.80 -0.242
O 1.904574 0.665484 -2.674206 0.62 0.69 0.34 0.075
O 1.129981 -4.050214 -0.869192 0.08 0.01 -0.29 0.034
O -1.616359 3.947220 0.739524 1.12 -0.71 0.05 -0.070
O -0.836294 3.605994 -1.699423 -1.08 -1.31 1.40 -0.089
O 0.579423 -1.200974 2.306715 -0.21 -0.04 -0.18 0.061
O -2.427874 1.806023 -0.515612 1.47 -1.00 0.53 -0.095
N -0.773789 0.435256 1.594280 -0.74 0.75 -0.24 0.028
N 4.668581 0.811964 -2.242579 -0.63 0.58 0.42 0.036
N -0.415180 -2.682090 -0.107688 -1.38 1.71 0.66 0.122
C 0.073278 2.588213 -1.772074 3.76 -0.03 -1.39 -0.129
C -2.169630 -2.673787 1.730127 -0.50 -0.06 0.09 -0.374
C 0.498469 -3.638179 0.090956 1.27 -1.49 0.19 -0.540
C -0.379337 -0.844182 1.632810 0.98 -0.86 0.65 -0.459
C 4.382957 2.998213 -3.233470 -0.20 0.33 0.05 -0.065
C -3.121846 -1.766764 2.521326 0.63 -0.06 0.06 -0.064
C 3.837224 2.036633 -2.178333 0.40 -0.78 -0.43 -0.376
C 2.320848 1.782975 -2.381623 -0.02 -1.87 -0.39 -0.366
C -1.212711 -1.855523 0.830361 -0.15 -0.37 -0.34 -0.184
C -0.141059 1.509878 2.359525 0.02 -0.40 0.01 -0.050
C 0.721178 -4.291927 1.440876 0.03 0.32 -0.08 0.010
C -3.026447 -3.651875 0.914033 0.69 0.03 0.06 -0.062
C 1.340442 2.851775 -2.225292 -2.12 0.67 0.91 0.021
H -2.557494 -1.133470 3.206150 -0.13 0.17 0.02 0.077
H 1.541887 -5.000850 1.348972 -0.11 0.06 -0.20 0.085
H 0.244962 1.122271 3.305392 -0.03 -0.08 -0.22 0.089
H -3.704234 -4.193655 1.574048 -0.04 0.06 -0.03 0.081
H 0.988992 -3.554841 2.189271 -0.19 0.14 0.19 0.066
H 3.962507 2.493216 -1.190705 -0.01 -0.08 0.00 0.143
H -0.177403 1.556132 -1.514237 -0.39 0.40 0.00 0.128
H -3.380990 1.950500 -0.648813 -0.29 -0.49 -0.07 0.108
H -3.705682 -1.145670 1.842285 -0.12 0.11 0.01 0.081
H 0.689665 1.930661 1.791188 0.05 0.10 0.10 0.083
H -3.799557 -2.378742 3.117538 -0.03 0.06 -0.06 0.081
H 1.622276 3.873283 -2.451436 -0.07 0.06 0.09 0.115
H -1.557374 0.675784 1.001824 0.20 -0.04 0.18 0.086
H 4.385796 0.146084 -1.520040 0.02 0.14 -0.52 0.081
H 4.233557 2.588921 -4.237508 0.01 0.04 0.09 0.088
H 5.454738 3.157694 -3.078176 -0.24 -0.10 0.03 0.083
H 4.585810 0.371661 -3.160781 -0.17 0.06 0.46 0.080
H -0.867387 2.293497 2.578600 0.03 -0.14 -0.15 0.072
H -1.592730 -3.242593 2.455084 0.23 -0.02 0.04 0.124
H -0.457792 -2.410784 -1.077608 0.07 0.09 0.00 0.149
H -3.605659 -3.109555 0.167277 -0.10 -0.04 -0.09 0.084
H -1.728002 4.887703 0.551622 0.02 0.47 0.56 0.102
H 3.880791 3.967749 -3.173601 0.06 -0.04 -0.13 0.069
H -2.391741 -4.381625 0.411560 -0.12 -0.02 -0.14 0.072
H -1.864864 -1.259313 0.193589 -0.13 -0.03 -0.31 0.138
H -0.173892 -4.829785 1.738096 -0.14 -0.04 0.17 0.073
```
Forces are in eV/Å.


4.
Molecular formula: C13H26N6O6RhS
Method: DFT, wB97M-V/def2-TZVPD

## Properties
Energy relative to the best compared isomer or geometry (same formula, charge and spin) ... 4.5 kcal/mol
LUMO (alpha / beta) ... -0.1463 / -0.2192 Ha
Total energy ... -1799.1817 hartree
2S+1 ... 5
Frontier orbital gap (alpha / beta) ... 0.1830 / 0.2148 Ha
Total charge ... +1

Geometry as XYZ:
```
53
Properties=species:S:1:pos:R:3:forces:R:3:lowdin_charge:R:1
Rh -0.329511 -0.386228 -0.197295 1.39 -0.09 1.40 1.126
S -1.512921 -2.459355 0.381595 -0.20 -0.44 -0.35 0.781
O -2.917052 0.573899 -1.244522 0.57 -0.13 0.20 0.001
O -1.518144 1.929307 -3.214763 -0.24 0.71 -0.43 -0.147
O 2.184219 3.364262 0.545387 -0.25 -0.78 -0.26 -0.060
O 2.225110 -1.013630 1.089659 -0.47 0.22 0.36 -0.108
O -0.845456 -0.788491 -2.937311 -0.30 -0.09 -0.35 -0.049
O 0.375863 -0.124373 2.694847 -0.12 0.12 -0.72 -0.022
N 1.541385 -1.007399 -0.005995 -0.20 0.01 0.52 -0.270
N -2.086806 0.453906 -0.169263 -2.71 0.99 0.49 -0.169
N 0.031898 -0.918649 -2.033510 -0.83 0.80 0.09 -0.307
N -0.523892 0.162203 1.721443 -1.26 1.13 1.29 -0.152
N 0.852332 -3.931357 0.647358 -0.70 -0.09 0.11 0.099
N -0.172520 -3.471016 2.486864 -0.05 -0.16 -0.54 -0.112
C 3.414718 -2.231631 -1.011541 0.53 0.09 -0.46 -0.026
C -0.373153 2.502331 -2.582413 -0.05 -0.01 -0.47 -0.140
C -4.011462 1.295587 1.139296 -0.27 0.24 0.16 0.013
C -1.180635 -2.999386 3.415850 -0.18 0.11 0.49 -0.020
C -2.046976 0.906513 3.521218 -0.31 0.47 0.27 0.011
C 1.262701 -1.481400 -2.271972 2.80 -1.01 1.53 -0.257
C 0.946387 -4.212935 2.827372 -0.17 0.18 -0.49 -0.007
C -1.702908 0.669528 2.098013 2.40 -1.24 0.22 -0.247
C -0.256561 -3.313358 1.142479 1.17 -0.51 0.82 -0.692
C 1.571290 -1.976877 -3.646519 0.23 -0.05 -0.23 -0.016
C 2.100191 -1.545510 -1.127407 -1.10 -0.81 -3.14 -0.298
C -2.605716 0.821332 1.007778 -0.11 -0.42 -2.54 -0.244
C 1.585358 -4.512137 1.666832 -0.28 0.37 0.10 -0.033
H 2.611718 -2.308755 -3.720210 -0.24 0.10 0.06 0.075
H 3.415074 -3.050487 -0.277516 -0.11 0.35 -0.05 0.073
H 0.927517 -2.820252 -3.946083 0.07 0.37 0.18 0.099
H 1.156823 -4.439628 3.860023 0.11 -0.07 -0.17 0.136
H -4.520214 0.759593 1.955201 0.18 0.15 -0.24 0.105
H -1.060617 -1.929705 3.618200 0.12 -0.25 -0.09 0.073
H 3.718414 -2.652287 -1.974033 -0.08 0.09 0.16 0.077
H -0.569971 2.620002 -1.510413 0.15 0.00 -0.07 0.061
H 1.044184 -4.024763 -0.343653 -0.06 0.16 0.20 0.161
H 0.459917 1.818001 -2.767268 0.10 0.17 0.28 0.070
H -1.190674 1.275449 4.092930 -0.06 -0.20 -0.18 0.102
H -2.348079 0.397370 -2.044498 -0.24 0.15 0.34 0.086
H 2.487898 -5.063077 1.474213 0.00 0.01 0.04 0.129
H -0.119646 3.482988 -3.010066 -0.05 -0.28 0.23 0.095
H -4.574048 1.152513 0.209046 0.27 0.04 0.34 0.093
H 2.690100 2.647105 0.123479 -0.11 0.45 0.24 0.040
H 1.196966 -0.448109 2.153420 -0.02 -0.04 0.23 0.066
H -1.871047 2.565191 -3.860114 0.14 -0.46 0.42 0.103
H -2.838743 1.656961 3.577544 0.06 -0.06 0.04 0.091
H 1.318435 2.954331 0.704640 0.34 0.29 0.02 0.015
H 1.424126 -1.173760 -4.381688 -0.05 -0.22 0.18 0.095
H 4.186552 -1.514619 -0.712243 -0.06 -0.20 0.11 0.095
H -1.047118 -3.559661 4.342906 -0.15 0.13 -0.08 0.105
H -2.440398 0.006640 4.015856 0.20 0.08 -0.22 0.104
H -4.021015 2.366935 1.397041 -0.04 -0.29 -0.09 0.111
H -2.182320 -3.171265 3.013040 0.25 -0.08 0.06 0.086
```
Forces are in eV/Å.